Entry from OMol25: a structure of composition C21H53AlNO13S in a non-equilibrium geometry (ωB97M-V/def2-TZVPD).

XYZ file:
```
90
C21H53AlNO13S ωB97M-V/def2-TZVPD
O -2.812 -0.689 -7.527
N -2.207 -1.640 -7.186
O -0.862 -1.386 -7.011
C -0.587 -0.692 -5.740
Al -0.179 -1.930 -4.131
C -1.511 -1.641 -2.614
C -2.161 -0.238 -2.536
C -1.180 0.932 -2.626
C -0.124 0.953 -1.504
S 1.258 1.981 -2.065
O 2.343 2.051 -1.099
O 0.692 3.279 -2.399
O 1.803 1.301 -3.417
H 0.283 -0.051 -5.883
H -1.434 -0.052 -5.470
H 1.299 -1.579 -3.560
H -0.161 -3.473 -4.609
H -2.336 -2.346 -2.778
H -1.090 -1.874 -1.627
H -2.814 -0.136 -1.661
H -2.826 -0.132 -3.400
H -1.725 1.877 -2.575
H -0.651 0.945 -3.580
H 0.240 -0.036 -1.238
H -0.489 1.506 -0.641
H 2.485 1.891 -3.770
C 4.739 0.073 -1.764
O 5.933 -0.703 -1.734
C 6.323 -1.164 -3.015
C 7.425 -0.308 -3.608
O 6.984 1.017 -3.873
C 7.357 1.938 -2.865
H 4.658 0.605 -0.819
H 4.752 0.805 -2.574
H 3.869 -0.579 -1.878
H 5.464 -1.204 -3.690
H 6.702 -2.183 -2.891
H 7.732 -0.740 -4.565
H 8.297 -0.295 -2.946
H 8.416 2.205 -2.968
H 7.178 1.540 -1.864
H 6.754 2.836 -2.996
C -3.467 -1.372 1.747
O -4.247 -0.700 0.771
C -5.618 -1.050 0.823
C -6.439 0.002 1.543
O -6.079 0.100 2.914
C -5.200 1.184 3.169
H -2.509 -0.860 1.825
H -3.949 -1.367 2.728
H -3.290 -2.406 1.433
H -5.749 -2.028 1.295
H -5.973 -1.124 -0.210
H -7.494 -0.286 1.505
H -6.335 0.972 1.049
H -5.761 2.126 3.189
H -4.405 1.251 2.425
H -4.748 1.023 4.147
C -0.018 2.252 3.422
O -1.366 2.609 3.696
C -1.468 3.692 4.605
C -1.715 5.002 3.885
O -0.610 5.339 3.066
C -0.824 5.023 1.696
H -0.007 1.628 2.530
H 0.602 3.132 3.241
H 0.397 1.681 4.260
H -0.565 3.760 5.220
H -2.314 3.486 5.269
H -1.831 5.797 4.629
H -2.634 4.954 3.293
H -1.453 5.789 1.230
H -1.289 4.044 1.568
H 0.145 5.017 1.201
C 0.022 -2.176 4.125
O 0.092 -2.511 2.751
C 1.353 -3.042 2.368
C 1.322 -4.553 2.272
O 1.095 -5.160 3.539
C -0.253 -5.549 3.732
H -1.027 -2.047 4.387
H 0.449 -2.956 4.760
H 0.551 -1.233 4.302
H 2.135 -2.717 3.062
H 1.589 -2.635 1.381
H 2.295 -4.902 1.917
H 0.564 -4.874 1.551
H -0.463 -6.473 3.182
H -0.951 -4.772 3.412
H -0.396 -5.733 4.796
```

As for the electronic energy: -68168.6222 eV. Its net charge is -1. For the LUMO energy, the calculation gives 2.27 eV. The maximum force comes out at 2.14 eV/A.